[1]
A structure of composition C29H25CeClPSe, computed with ωB97M-V/def2-TZVPD.

Each line ends with the Löwdin spin population.
Atoms and positions in Å:
C  -0.924  -1.775  3.133  0.002
C  -0.674  -1.650  1.733  -0.001
C  0.680  -2.050  1.486  -0.003
H  -1.399  -1.379  0.971  0.000
C  1.275  -2.410  2.733  -0.002
C  0.280  -2.256  3.768  0.000
H  0.410  -2.449  4.837  0.001
H  -1.858  -1.531  3.642  0.000
H  1.139  -2.137  0.502  0.000
H  2.311  -2.737  2.883  0.000
Ce  0.760  0.215  3.118  1.014
Cl  2.683  1.103  1.689  -0.005
P  0.057  0.111  -1.833  0.000
C  1.302  -0.995  -2.538  0.000
C  1.096  -1.831  -3.649  0.000
H  0.134  -1.836  -4.159  0.000
C  2.130  -2.653  -4.104  0.000
H  1.968  -3.300  -4.968  0.000
C  3.370  -2.657  -3.452  0.000
H  4.179  -3.297  -3.815  0.000
C  3.572  -1.845  -2.328  0.000
H  4.533  -1.857  -1.808  0.000
C  2.549  -1.027  -1.864  0.000
H  2.698  -0.405  -0.978  0.000
C  -1.590  -0.396  -2.386  0.000
C  -1.975  -1.746  -2.213  0.000
H  -1.251  -2.476  -1.849  0.000
C  -3.279  -2.146  -2.500  0.000
H  -3.567  -3.189  -2.365  0.000
C  -4.221  -1.213  -2.952  0.000
H  -5.239  -1.533  -3.190  0.000
C  -3.853  0.131  -3.096  0.000
H  -4.594  0.862  -3.426  0.000
C  -2.552  0.544  -2.811  0.000
H  -2.275  1.593  -2.914  0.000
C  0.421  1.780  -2.420  0.000
C  1.023  2.061  -3.660  0.000
H  1.297  1.247  -4.331  0.000
C  1.271  3.384  -4.028  0.000
H  1.729  3.607  -4.999  0.000
C  0.942  4.435  -3.160  0.000
H  1.127  5.472  -3.456  0.000
C  0.380  4.156  -1.902  0.000
H  0.138  4.974  -1.219  0.000
C  0.141  2.840  -1.528  0.000
H  -0.254  2.615  -0.535  0.000
Se  -1.425  1.836  2.488  -0.005
C  -1.010  1.638  4.339  0.000
C  -1.843  0.885  5.214  0.000
C  -1.317  0.377  6.400  0.000
C  0.034  0.552  6.723  -0.001
C  0.862  1.345  5.901  0.000
C  0.278  2.058  4.824  0.000
H  -2.874  0.709  4.915  0.000
H  -1.964  -0.189  7.073  0.000
H  0.442  0.083  7.625  0.000
H  1.929  1.466  6.127  0.000
H  0.796  2.888  4.316  0.000

Properties
**<S²>**: 0.751
**HOMO level (alpha / beta)**: -7.356 / -7.356 eV
**HOMO-LUMO gap (alpha / beta)**: 6.933 / 6.950 eV
**Total energy**: -4798.23372 hartree
**Multiplicity**: 2


[2]
A structure of composition C29H25Cl3F6N8O8S2Tl, computed with ωB97M-V/def2-TZVPD.

Each line ends with the Löwdin charge.
Atoms and positions in Å:
Tl  -0.253  0.618  -0.213  1.077
O  -1.699  4.545  -1.192  0.039
C  -1.547  3.372  -0.863  -0.463
N  -0.569  2.535  -1.231  0.016
C  0.324  2.800  -2.284  -0.217
C  0.025  3.679  -3.323  -0.024
C  0.899  3.841  -4.389  -0.108
C  2.081  3.122  -4.425  -0.108
C  2.394  2.235  -3.405  -0.031
C  1.533  2.058  -2.316  -0.234
N  1.755  1.221  -1.221  0.026
C  2.910  0.586  -1.017  -0.540
O  3.870  0.440  -1.772  0.043
C  3.146  0.213  0.437  -0.165
C  4.198  0.709  1.082  -0.075
C  4.232  0.410  2.506  -0.109
C  3.280  -0.384  2.954  -0.183
C  1.353  -2.139  2.792  -0.670
N  0.755  -0.457  1.352  -0.364
C  -2.609  2.747  0.023  -0.186
C  -3.632  3.554  0.492  0.012
C  -4.657  2.976  1.219  -0.037
C  -4.644  1.606  1.422  -0.038
C  -3.583  0.874  0.920  -0.122
N  -2.572  1.433  0.255  0.066
H  -0.889  4.248  -3.276  0.100
H  0.649  4.533  -5.183  0.092
H  2.773  3.244  -5.249  0.092
H  3.313  1.672  -3.432  0.093
H  4.937  1.334  0.603  0.126
H  5.006  0.797  3.157  0.120
H  3.056  -0.842  3.900  0.092
H  0.570  -1.736  3.421  0.009
H  -3.587  4.610  0.277  0.120
H  -5.453  3.586  1.625  0.111
H  -5.411  1.101  1.990  0.110
H  -3.528  -0.190  1.092  0.090
F  0.823  1.082  4.805  0.116
C  0.084  2.198  4.859  -0.671
F  0.873  3.230  4.552  0.134
F  -0.345  2.353  6.112  0.135
S  -1.317  2.112  3.663  0.578
O  -0.663  1.742  2.437  -0.330
O  -1.937  3.398  3.748  -0.264
N  -2.240  1.030  4.322  -0.281
S  -2.483  -0.467  3.933  0.569
O  -1.625  -1.009  2.914  -0.307
O  -3.887  -0.755  3.863  -0.282
C  -1.953  -1.322  5.477  -0.677
F  -2.678  -0.931  6.523  0.137
F  -2.104  -2.641  5.325  0.130
F  -0.664  -1.082  5.744  0.120
Cl  4.601  -2.721  1.373  0.788
C  3.131  -2.249  0.728  -0.671
Cl  2.145  -0.922  1.623  0.903
Cl  1.378  -3.802  2.503  0.686
C  2.601  -2.645  -0.638  -0.758
O  3.001  -3.736  -1.056  0.000
O  1.886  -1.768  -1.160  -0.033
C  1.271  -2.636  -4.146  -0.139
C  1.177  -1.116  -4.099  -0.147
N  0.008  -0.696  -3.317  0.114
C  -0.620  -1.509  -2.444  -0.403
N  -1.209  -1.023  -1.367  -0.021
C  -2.008  -2.003  -0.628  -0.202
C  -1.203  -3.269  -0.391  -0.141
C  -0.784  -3.850  -1.734  -0.123
N  -0.729  -2.812  -2.778  -0.025
C  -0.135  -3.208  -4.050  -0.138
H  1.849  -3.005  -3.299  0.096
H  1.762  -2.949  -5.069  0.115
H  1.058  -0.706  -5.104  0.118
H  2.079  -0.689  -3.655  0.109
H  -0.042  0.292  -3.112  0.110
H  -2.916  -2.235  -1.200  0.128
H  -2.307  -1.572  0.325  0.075
H  -1.780  -4.001  0.176  0.120
H  -0.328  -3.005  0.198  0.079
H  -1.504  -4.600  -2.075  0.121
H  0.202  -4.315  -1.656  0.123
H  -0.762  -2.841  -4.868  0.126
H  -0.133  -4.296  -4.086  0.121

Properties
**Net charge**: -1
**HOMO level (alpha / beta)**: -5.119 / -5.130 eV
**HOMO-LUMO gap (alpha / beta)**: 6.558 / 6.204 eV
**Total energy**: -5108.30991 hartree
**Energy relative to the best compared isomer or geometry (same formula, charge and spin)**: 1552.9 kJ/mol